(1)
The following is a quantum chemistry calculation of C44H90INO14P as an isolated structure, from the OMol25 dataset.

```
151
C44H90INO14P, DFT ωB97M-V with the def2-TZVPD basis set
O 4.72684 -1.68964 -3.31327
P 3.58446 -0.88686 -2.48827
I 4.73764 1.22092 -2.02359
C 2.67604 -0.21065 -3.99393
C 1.88385 -1.31648 -4.70509
C 0.53692 -1.65948 -4.03834
C 0.31869 -0.88506 -2.75197
C 0.45381 0.60299 -2.94356
N 1.79671 0.95800 -3.58889
H 4.68169 -2.64124 -3.09811
H 3.42468 0.19472 -4.67697
H 2.52920 -2.19905 -4.68451
H 1.76530 -1.04955 -5.75828
H -0.30038 -1.47937 -4.71598
H 0.56480 -2.70406 -3.75301
H 1.00693 -1.23828 -1.97972
H -0.68610 -1.04695 -2.35939
H -0.33266 0.96451 -3.60807
H 0.34482 1.12757 -1.99718
H 2.33861 1.57446 -2.97220
H 1.60739 1.50349 -4.42788
C 2.27307 -5.37567 -0.66435
C 1.23773 -4.73728 -1.55127
O 1.54571 -4.17292 -2.58287
C -0.18508 -4.76606 -1.07919
H 3.26282 -5.26954 -1.10237
H 2.24863 -4.90968 0.32274
H 2.04385 -6.43396 -0.52702
H -0.24424 -4.20029 -0.14364
H -0.52313 -5.78809 -0.90199
H -0.82521 -4.29168 -1.82037
C -0.75217 1.39409 1.84462
C -1.39034 1.38901 0.48580
O -1.07248 0.56530 -0.35163
C -2.44024 2.42171 0.19027
H -0.01907 0.59548 1.91985
H -0.27127 2.35623 2.03305
H -1.50663 1.25166 2.61986
H -2.01896 3.42370 0.29326
H -3.26676 2.32594 0.89854
H -2.81881 2.28346 -0.81973
C -0.06082 -2.22706 3.96122
C 0.32173 -2.60338 2.56158
O -0.47088 -3.12546 1.80214
C 1.73335 -2.28379 2.13127
H -1.10157 -2.47660 4.13492
H 0.57055 -2.74627 4.68569
H 0.06242 -1.15402 4.11593
H 2.44756 -2.79487 2.77980
H 1.91613 -1.21123 2.22773
H 1.89057 -2.58729 1.09787
C -5.22787 -0.12438 -1.32458
C -5.52638 1.26763 -1.82890
O -4.65052 1.97147 -2.28494
C -6.95188 1.73658 -1.72658
H -4.16871 -0.34531 -1.44043
H -5.50614 -0.20750 -0.27235
H -5.82207 -0.85763 -1.87296
H -7.27384 1.71422 -0.68298
H -7.61092 1.06973 -2.28583
H -7.04547 2.74938 -2.11260
C 8.11753 -0.66253 -2.90687
C 9.54788 -0.58758 -3.39266
O 10.45089 -1.08222 -2.76321
C 9.78218 0.13462 -4.69818
H 8.08253 -1.20652 -1.96565
H 7.71404 0.34100 -2.76388
H 7.48823 -1.16785 -3.64034
H 9.43487 1.16698 -4.62422
H 9.21647 -0.34483 -5.49981
H 10.84124 0.12236 -4.94081
C 7.73229 -0.46890 0.91694
C 8.02853 -0.39679 2.39927
O 7.49283 -1.13952 3.18558
C 9.02385 0.65156 2.83429
H 7.01022 -1.26089 0.73001
H 7.32626 0.48565 0.57421
H 8.64922 -0.66709 0.35843
H 8.67508 1.64474 2.54479
H 9.98301 0.48527 2.34071
H 9.15491 0.60926 3.91212
C 1.85332 -0.16693 6.28129
C 0.78485 0.70167 5.66482
O 0.10258 0.31584 4.74285
C 0.60831 2.07678 6.26116
H 1.88792 -1.12806 5.77507
H 2.82574 0.32315 6.20657
H 1.64617 -0.31843 7.34199
H 1.53986 2.64068 6.18580
H 0.36192 1.99613 7.32118
H -0.18550 2.60729 5.74176
C -4.49056 0.90669 4.33553
C -3.15176 0.42065 3.87048
O -2.38586 -0.18641 4.58747
C -2.80918 0.69339 2.42145
H -4.65214 0.62887 5.37343
H -4.58522 1.98863 4.23484
H -5.26007 0.44230 3.71797
H -2.81996 1.76999 2.23225
H -3.56652 0.23358 1.78351
H -1.82831 0.28625 2.18192
C -9.46732 2.58177 5.60048
C -8.51817 1.46886 5.22669
O -7.33641 1.66458 5.06534
C -9.12082 0.09376 5.06345
H -8.92241 3.51780 5.68923
H -10.24684 2.67978 4.84280
H -9.95961 2.35204 6.54710
H -9.88958 0.11122 4.28871
H -9.60096 -0.21785 5.99284
H -8.34513 -0.61810 4.79285
C 7.40493 -4.23557 -4.66912
C 6.13440 -4.89521 -4.19786
O 5.64574 -4.64083 -3.11548
C 5.50784 -5.90084 -5.12763
H 7.76881 -3.54957 -3.91004
H 8.16567 -4.99220 -4.86740
H 7.22585 -3.70111 -5.60469
H 6.21351 -6.70657 -5.33632
H 5.26515 -5.42768 -6.08112
H 4.60651 -6.30999 -4.67915
C 1.46217 5.70276 -2.23664
C 0.14255 5.02209 -1.96555
O -0.35603 5.00612 -0.86525
C -0.53846 4.35194 -3.14412
H 1.84643 6.14085 -1.31955
H 2.18773 4.98660 -2.62991
H 1.33563 6.48202 -2.99018
H 0.11568 3.58114 -3.56102
H -0.73833 5.07577 -3.93556
H -1.47321 3.89997 -2.81928
C -7.04271 7.48105 -2.60920
C -6.61743 6.05136 -2.38051
O -7.35046 5.12108 -2.61985
C -5.22314 5.83428 -1.83730
H -8.05663 7.50665 -2.99911
H -6.99459 8.04047 -1.67320
H -6.36526 7.96565 -3.31464
H -5.11288 6.33517 -0.87355
H -4.48725 6.26949 -2.51664
H -5.03238 4.76861 -1.72762
C -4.92916 -3.94225 1.38318
C -4.74500 -2.91823 2.47666
O -5.33319 -1.85929 2.45746
C -3.78459 -3.28243 3.57914
H -5.63634 -3.57325 0.64460
H -3.96895 -4.15006 0.90674
H -5.29473 -4.87995 1.80546
H -2.79606 -3.47200 3.15391
H -4.11289 -4.19937 4.07300
H -3.72124 -2.47500 4.30443
```

- molecular weight (g/mol) = 1015.1
- orbital gap (Eh) = 0.2977
- net charge = +1

(2)
The following is a quantum chemistry calculation of a 9-piece molecular cluster, C44H93N9O8 overall, from the OMol25 dataset.

```
154
C44H93N9O8, DFT ωB97M-V with the def2-TZVPD basis set
C -0.10147 1.83003 -0.53673
C 1.28131 1.68421 -0.68800
C 1.52306 0.32798 -0.63068
N 0.31068 -0.29007 -0.51522
C -0.71451 0.61731 -0.41510
H -0.67999 2.74427 -0.60223
H 2.04871 2.42540 -0.82606
H 2.35033 -0.31505 -0.88679
H 0.13538 -1.27438 -0.63047
H -1.74066 0.32108 -0.29768
C -7.57388 1.20526 6.95980
O -6.23591 0.71275 6.81364
C -5.78216 0.88781 5.47618
C -4.98060 -0.37049 5.05546
N -4.72283 -0.24567 3.63278
C -3.74401 -1.24844 3.18279
C -3.90203 -1.60444 1.71194
O -5.22606 -1.72502 1.22986
C -5.76850 -3.00196 1.48144
H -8.24819 0.61087 6.33805
H -7.63445 2.22032 6.56287
H -7.80701 1.11783 8.01382
H -5.16076 1.78490 5.48127
H -6.57498 1.01802 4.73461
H -5.61471 -1.23854 5.25950
H -4.08991 -0.36358 5.67929
H -5.50227 -0.15914 3.00044
H -4.05340 -2.17227 3.69335
H -2.73865 -0.87989 3.38034
H -3.34295 -2.52339 1.51462
H -3.43727 -0.82854 1.08923
H -6.79695 -3.07121 1.12189
H -5.81395 -3.27355 2.54006
H -5.21876 -3.75393 0.90808
C 5.28758 -2.85430 5.14100
O 4.76097 -1.70585 4.52922
C 3.39350 -1.86167 4.18837
C 2.93251 -0.65375 3.39717
N 2.92138 0.53064 4.25255
C 2.30893 1.72507 3.74689
C 2.95871 2.28936 2.47485
O 4.37138 2.43341 2.58833
C 4.95913 3.09230 1.51345
H 4.84164 -3.05280 6.12040
H 6.35683 -2.66963 5.26423
H 5.21810 -3.72245 4.47309
H 2.82186 -1.81846 5.12695
H 3.28333 -2.80318 3.64021
H 1.95548 -0.77190 2.92097
H 3.65698 -0.54667 2.57286
H 3.91078 0.67341 4.43893
H 2.32330 2.57341 4.43262
H 1.30297 1.45432 3.41210
H 2.56323 3.29206 2.28185
H 2.82690 1.54091 1.68346
H 6.03171 3.16720 1.68260
H 4.53304 4.08026 1.30991
H 4.87333 2.53322 0.56796
C 7.29045 5.81980 -4.10247
O 6.10511 6.52105 -4.40603
C 5.18104 5.70560 -5.08827
C 4.24991 5.09655 -4.04435
N 3.26161 4.14051 -4.51102
C 2.38568 3.58608 -3.52306
C 1.22175 4.47464 -3.10049
O 1.57986 5.56029 -2.27636
C 1.95352 5.21270 -0.94052
H 8.02654 6.48740 -3.64414
H 7.88476 5.38380 -4.90964
H 7.05361 5.09214 -3.32204
H 5.56392 4.90136 -5.73146
H 4.58075 6.28783 -5.79320
H 3.80718 5.99606 -3.61515
H 4.88163 4.54096 -3.33387
H 3.59943 3.53520 -5.23940
H 2.87836 3.25335 -2.59678
H 1.88511 2.69575 -3.91674
H 0.51492 3.81873 -2.56848
H 0.67967 4.84477 -3.97064
H 1.11196 4.74274 -0.43156
H 2.15511 6.17682 -0.47946
H 2.88231 4.64500 -1.00979
C -4.49717 -5.91935 -2.87822
O -3.31177 -6.40356 -2.27394
C -3.39032 -7.68591 -1.63174
C -2.37185 -7.75002 -0.52890
N -2.67289 -7.07605 0.72463
C -2.73630 -5.61558 0.63310
C -1.57709 -4.92509 -0.10151
O -1.73755 -3.52810 0.10902
C -1.83619 -2.77282 -1.09872
H -4.59607 -6.36167 -3.87117
H -4.40373 -4.83549 -2.89463
H -5.39163 -6.15129 -2.29014
H -3.17646 -8.43554 -2.40380
H -4.44278 -7.84760 -1.37726
H -1.34636 -7.61516 -0.90445
H -2.27014 -8.82905 -0.33677
H -1.90581 -7.30364 1.34897
H -2.88854 -5.18208 1.61998
H -3.62493 -5.36364 0.04931
H -1.60045 -5.19480 -1.15984
H -0.60532 -5.28583 0.25759
H -0.90734 -2.90445 -1.66029
H -2.00858 -1.77294 -0.71300
H -2.68488 -3.10558 -1.70056
C -4.70423 1.01340 -1.57228
C -3.69014 2.00534 -2.15569
C -4.03368 2.72393 -3.45504
C -4.22920 1.78311 -4.55999
N -4.35840 1.01563 -5.40070
H -4.42671 0.65148 -0.58375
H -4.80112 0.12799 -2.20170
H -5.67813 1.50501 -1.53240
H -2.75203 1.45192 -2.27389
H -3.37150 2.79231 -1.46514
H -3.28717 3.48710 -3.67689
H -4.93756 3.32822 -3.32878
C 4.56866 0.84888 -2.62069
C 4.76114 -0.30489 -3.62352
C 5.86486 0.04487 -4.64726
C 5.46094 1.17679 -5.48672
N 5.13348 2.08188 -6.11398
H 5.08715 0.71363 -1.66704
H 3.51859 0.86935 -2.32377
H 4.91760 1.81106 -2.99345
H 3.83285 -0.40906 -4.18432
H 5.00288 -1.24893 -3.14055
H 6.17472 -0.78329 -5.28751
H 6.81144 0.31601 -4.17121
C 1.89752 -3.13660 -1.09068
C 1.51691 -2.73888 -2.51788
C 1.63677 -3.91328 -3.53221
C 2.90321 -4.58774 -3.38305
N 3.91121 -5.09610 -3.18154
H 2.97048 -3.30427 -1.03797
H 1.38476 -4.07183 -0.84148
H 1.51299 -2.42828 -0.35725
H 2.09228 -1.84060 -2.75428
H 0.47615 -2.40705 -2.55911
H 1.61674 -3.45390 -4.52253
H 0.75378 -4.52911 -3.38380
C -2.14820 3.00556 4.93168
C -2.71164 2.57160 3.59781
C -1.77004 2.80272 2.41558
C -0.77411 3.89958 2.47985
N -0.02621 4.76336 2.58640
H -2.84578 2.90697 5.76333
H -1.69065 3.99573 4.98810
H -1.29611 2.36056 5.18479
H -3.63574 3.11607 3.40257
H -2.86003 1.49619 3.63571
H -2.25751 2.89540 1.44282
H -1.10757 1.94488 2.24441
```

- energy above the lowest of the compared OMol25 structures with the same formula, charge and spin (kJ/mol) = 0.0
- molecular weight (g/mol) = 876.3
- orbital gap (Eh) = 0.3008
- net charge = 0
- structure (SMILES) = c1cc[nH]c1.COCCNCCOC.COCCNCCOC.COCCNCCOC.COCCNCCOC.CCCC#N.CCCC#N.CCCC#N.CCCC#N